{
  "formula": "C10H10Cl30",
  "method": "wB97M-V/def2-TZVPD",
  "species": ["Cl", "C", "Cl", "Cl", "H", "Cl", "C", "Cl", "Cl", "H", "Cl", "C", "Cl", "Cl", "H", "Cl", "C", "Cl", "Cl", "H", "Cl", "C", "Cl", "Cl", "H", "Cl", "C", "Cl", "Cl", "H", "Cl", "C", "Cl", "Cl", "H", "Cl", "C", "Cl", "Cl", "H", "Cl", "C", "Cl", "Cl", "H", "Cl", "C", "Cl", "Cl", "H"],
  "coordinates": [[-15.98363, -0.67235, 10.71960], [-15.02154, 0.72914, 10.56229], [-15.79509, 2.19372, 11.06569], [-14.41439, 0.75402, 8.84832], [-14.15660, 0.55636, 11.18749], [-9.64955, 1.17205, 19.97550], [-9.16413, 2.90610, 20.14810], [-7.38926, 2.93846, 20.47769], [-10.09925, 3.74528, 21.37041], [-9.41340, 3.28181, 19.14217], [-6.74010, 6.89366, 17.49895], [-8.45716, 7.16681, 17.54942], [-9.40484, 6.25151, 18.70650], [-9.27528, 6.90462, 16.00215], [-8.60055, 8.24582, 17.67356], [-16.18713, 6.85630, 15.54657], [-17.25060, 5.97034, 14.44112], [-17.75754, 4.41558, 15.19310], [-16.48769, 5.86426, 12.80723], [-18.15922, 6.53262, 14.24836], [-13.05679, 5.43814, 14.91722], [-11.76411, 4.22064, 14.86949], [-12.27241, 2.82867, 13.89504], [-11.42230, 3.90303, 16.62862], [-10.88203, 4.55439, 14.33698], [-12.84274, 6.59270, 20.35409], [-13.70513, 6.62721, 18.84823], [-14.29752, 8.14904, 18.30826], [-15.00064, 5.43431, 18.83157], [-13.06132, 6.28048, 18.07944], [-10.20949, 9.66948, 12.22286], [-11.67977, 9.68121, 11.23085], [-11.63307, 9.10353, 9.61649], [-12.22368, 11.38406, 11.26138], [-12.42719, 9.09439, 11.75049], [-10.41094, 5.15409, 11.34054], [-8.70792, 5.07171, 10.91697], [-7.80944, 6.07682, 12.12029], [-8.46637, 5.83816, 9.22879], [-8.36048, 4.04072, 11.00749], [-15.17949, 2.36080, 16.91249], [-14.38436, 1.31057, 18.08042], [-13.42807, 2.10971, 19.30276], [-13.47700, 0.07184, 17.22260], [-15.14742, 0.68736, 18.55248], [-5.85937, 3.86910, 14.51791], [-7.46147, 3.83897, 15.23664], [-7.18109, 3.32167, 16.92777], [-8.60796, 2.84651, 14.28208], [-7.91991, 4.83426, 15.27205]],
  "forces_ev_per_angstrom": [[-1.2, -1.0, 0.3], [1.4, -0.1, -0.8], [-0.2, 0.4, -0.1], [-0.1, 0.5, 0.6], [0.2, 0.3, -0.1], [0.0, 0.5, 0.3], [0.2, -1.1, -0.8], [-1.0, 0.3, -0.2], [0.2, -0.1, -0.2], [0.6, 0.4, 0.7], [0.1, -0.4, 0.1], [-0.9, 1.1, -0.5], [0.5, 0.0, 0.7], [0.2, -0.1, -0.9], [0.1, -0.5, 0.6], [-0.3, -0.2, -0.2], [0.0, 0.0, -0.2], [0.5, 0.6, -0.7], [-0.2, -0.4, 0.8], [0.1, 0.0, 0.4], [0.3, 0.0, -0.5], [-0.6, 0.0, 0.6], [0.0, -0.1, 0.6], [0.2, -0.4, -1.1], [0.1, 0.5, 0.5], [0.2, 0.4, 0.5], [-0.3, -1.1, -0.5], [-0.2, 1.2, 0.1], [-0.4, -0.2, 0.3], [0.9, -0.2, -0.4], [0.2, -0.7, -0.5], [-0.6, 1.0, 1.2], [0.6, -0.4, -0.7], [-0.3, -0.1, -0.2], [0.1, 0.1, 0.1], [-0.1, -0.3, -0.2], [0.2, 1.6, -0.3], [-0.1, -0.6, -0.6], [-0.1, -1.1, 1.6], [0.0, 0.4, -0.5], [0.1, 0.3, 0.2], [-0.7, -1.1, -0.1], [0.0, 0.2, -0.1], [0.7, -0.2, -0.3], [0.0, 0.8, 0.2], [-0.1, 0.2, -0.5], [0.0, 0.2, 0.4], [-0.8, -0.2, -0.3], [0.4, 0.1, 0.5], [0.5, -0.3, -0.1]],
  "e_above_lowest_kj_mol": 77.05,
  "energy_ha": -14192.7228,
  "charge": 0,
  "lumo_ev": 0.1,
  "smiles": "ClC(Cl)Cl.ClC(Cl)Cl.ClC(Cl)Cl.ClC(Cl)Cl.ClC(Cl)Cl.ClC(Cl)Cl.ClC(Cl)Cl.ClC(Cl)Cl.ClC(Cl)Cl.ClC(Cl)Cl"
}

{
  "formula": "C21H28IrN6O7S",
  "method": "wB97M-V/def2-TZVPD",
  "species": ["Ir", "O", "C", "C", "C", "C", "C", "C", "C", "N", "C", "C", "N", "H", "H", "H", "H", "H", "H", "H", "C", "C", "C", "O", "C", "H", "H", "H", "H", "H", "H", "H", "H", "O", "N", "C", "C", "S", "O", "O", "C", "C", "N", "C", "N", "C", "C", "N", "O", "O", "C", "H", "H", "H", "H", "H", "H", "H", "H", "H", "H", "H", "H", "H"],
  "coordinates": [[-0.13917, -1.39857, 0.88177], [-0.85501, -3.14740, 1.63928], [-1.98709, -3.52911, 2.06614], [-2.16535, -4.93474, 2.29112], [-3.36016, -5.42751, 2.71181], [-4.43435, -4.54800, 2.96095], [-4.28439, -3.17558, 2.79052], [-3.09001, -2.62738, 2.35067], [-2.93784, -1.20019, 2.17025], [-1.92111, -0.55542, 1.58150], [-2.20297, 0.78408, 1.62709], [-3.40115, 0.96596, 2.25119], [-3.83809, -0.27891, 2.57959], [-1.31699, -5.57837, 2.09849], [-3.49652, -6.49160, 2.84890], [-5.38912, -4.94110, 3.28352], [-5.13804, -2.54205, 2.99031], [-1.55070, 1.53002, 1.21026], [-3.94357, 1.86648, 2.48212], [-4.69688, -0.47618, 3.06945], [2.69494, -2.68816, 3.89456], [2.97215, -1.22289, 4.25335], [1.79584, -0.45515, 3.64258], [0.84687, -1.43178, 3.14409], [1.18733, -2.71567, 3.72544], [3.03527, -3.38066, 4.65993], [3.18381, -2.95520, 2.95557], [3.92823, -0.87550, 3.86946], [2.99478, -1.08626, 5.33296], [2.09251, 0.19149, 2.81461], [1.28539, 0.16010, 4.38611], [0.82759, -3.50576, 3.07722], [0.68611, -2.79540, 4.69573], [1.84947, -3.29118, 0.51100], [1.35303, -2.28512, 0.26695], [-0.16662, 3.94292, -6.91899], [1.28640, 3.93317, -6.58905], [1.60351, 4.41485, -4.74590], [3.00811, 4.22938, -4.56432], [0.92800, 5.66071, -4.58317], [0.70780, 3.17490, -3.66605], [1.67294, 2.11963, -3.10320], [1.25816, 1.65053, -1.78170], [0.68935, 0.45929, -1.49713], [0.54878, 0.33150, -0.17501], [1.04458, 1.46734, 0.40863], [1.48751, 2.28631, -0.57396], [2.08576, 3.59572, -0.42202], [2.52025, 3.85230, 0.66828], [2.10199, 4.30812, -1.41582], [0.29901, -0.55785, -2.50561], [-0.23297, 3.96617, -8.01698], [-0.66855, 4.85184, -6.58424], [-0.70344, 3.05782, -6.58355], [1.85683, 4.73716, -7.06158], [1.80713, 2.97917, -6.67852], [-0.12176, 2.78062, -4.25223], [0.33547, 3.83737, -2.88687], [2.66195, 2.55818, -3.00796], [1.74838, 1.25776, -3.76168], [1.06911, 1.63712, 1.47247], [1.17723, -1.00719, -2.97513], [-0.32580, -0.12746, -3.28853], [-0.26393, -1.35465, -2.02465]],
  "forces_ev_per_angstrom": [[-1.9, 1.4, 0.8], [0.2, -0.1, -0.3], [-0.2, 0.2, 0.1], [0.1, -0.1, 0.0], [0.0, -0.1, 0.0], [0.0, -0.1, 0.0], [0.2, 0.3, -0.1], [-0.2, -0.3, 0.0], [0.1, 0.4, 0.0], [0.2, -0.1, 0.0], [-0.3, 0.2, 0.1], [0.3, 0.2, -0.1], [0.0, -0.3, 0.0], [0.0, 0.0, 0.0], [0.0, 0.0, 0.0], [0.0, 0.0, 0.0], [0.0, 0.0, 0.0], [0.0, 0.0, 0.0], [-0.1, -0.1, 0.0], [0.0, 0.0, 0.0], [0.0, 0.1, -0.2], [0.0, 0.0, 0.1], [0.1, 0.4, 0.2], [-0.2, 0.0, -0.7], [0.2, -0.2, 0.4], [0.0, 0.0, 0.0], [0.0, 0.0, 0.0], [0.0, 0.0, 0.0], [-0.1, 0.0, 0.0], [0.0, -0.2, 0.0], [0.0, 0.0, 0.0], [0.0, 0.0, -0.1], [0.0, 0.1, -0.1], [0.2, 0.0, -0.2], [1.5, -1.2, -0.4], [-0.2, 0.1, 0.3], [-0.2, -0.1, -1.2], [0.1, 0.0, 1.0], [0.1, -0.1, -0.2], [-0.2, 0.1, -0.1], [-0.1, -0.1, 0.1], [0.2, 0.1, -0.2], [-0.1, 0.3, 0.0], [-0.1, -0.2, 0.2], [-0.1, -0.4, 0.3], [0.2, 0.2, 0.0], [-0.1, -0.2, 0.2], [0.2, -0.2, 0.0], [-0.2, 0.1, -0.1], [0.0, 0.0, 0.1], [0.1, 0.0, -0.1], [0.2, 0.0, 0.0], [0.0, 0.0, 0.0], [0.0, 0.0, 0.0], [0.1, 0.0, 0.2], [0.1, 0.0, 0.2], [0.1, 0.1, -0.1], [0.0, 0.0, 0.0], [0.0, -0.1, 0.0], [0.0, 0.0, 0.0], [0.0, 0.0, 0.0], [0.0, 0.0, 0.0], [0.0, 0.0, 0.0], [0.0, 0.0, 0.0]],
  "e_above_lowest_kj_mol": 55.73,
  "energy_ha": -2173.5189,
  "s2": 6.05,
  "charge": 3,
  "lumo_ev": [-8.6, -13.2],
  "spin_multiplicity": 5
}

{
  "formula": "C9H10",
  "method": "wB97M-V/def2-TZVPD",
  "species": ["C", "C", "C", "C", "C", "C", "C", "C", "C", "H", "H", "H", "H", "H", "H", "H", "H", "H", "H"],
  "coordinates": [[-2.19410, -0.32516, -0.22949], [-3.06025, 0.19147, 0.74077], [-1.09922, -1.25978, -0.64631], [1.05955, -1.00333, 0.81994], [-2.11975, 1.14991, -0.17337], [-1.15597, 0.54982, 0.69429], [1.28206, -0.17390, -0.44264], [-0.06018, -0.43585, 0.09923], [2.01528, 1.10756, -0.22443], [-1.29925, -2.15293, -0.18629], [-1.04833, -1.30288, -1.72331], [1.35571, -2.09562, 0.85428], [1.24624, -0.42565, 1.64731], [-2.05465, 1.93109, -0.90021], [-1.00904, 0.78367, 1.72599], [1.49232, -0.73459, -1.41595], [2.76578, 1.00885, 0.51869], [1.28861, 1.97393, -0.07871], [2.59520, 1.21338, -1.07977]],
  "forces_ev_per_angstrom": [[-0.8, 1.1, 0.8], [0.5, 0.0, -0.8], [-0.2, 1.7, -0.9], [0.7, -2.6, -1.5], [0.5, -0.9, 0.2], [2.4, 0.4, 0.0], [0.5, -1.1, -0.6], [-2.9, 0.2, -1.2], [-1.8, 0.8, -0.1], [-0.1, -2.6, 0.8], [0.3, -0.3, -0.3], [-0.8, 1.4, 0.0], [0.9, 0.9, 2.2], [-0.6, 0.2, -0.2], [-0.7, -0.1, 0.8], [-0.2, 0.8, 1.5], [0.3, 0.2, 1.3], [1.3, -0.9, -0.1], [0.9, 1.1, -1.8]],
  "e_above_lowest_kj_mol": 618.85,
  "energy_ha": -348.6411,
  "charge": 0,
  "lumo_ev": 0.9
}

{
  "formula": "C4H11N3O2",
  "method": "wB97M-V/def2-TZVPD",
  "species": ["C", "C", "C", "C", "N", "N", "N", "O", "O", "H", "H", "H", "H", "H", "H", "H", "H", "H", "H", "H"],
  "coordinates": [[2.56714, -0.67782, -0.23428], [0.09292, 1.99730, 0.73620], [0.77417, 1.45315, -0.51986], [1.07908, -0.06614, -0.34962], [-2.86013, -0.70033, 0.14852], [0.09261, -0.83445, -0.32141], [0.25195, -2.17899, -0.40566], [2.58217, -1.75031, 0.34505], [3.42153, 0.10145, -0.61510], [-0.64776, 1.43823, 1.21534], [-0.33737, 2.96948, 0.53955], [0.82119, 2.06826, 1.44661], [1.67041, 1.98320, -0.50649], [0.19079, 1.78467, -1.30387], [-3.43968, -1.52157, -0.14796], [-2.97991, -0.43188, 1.13815], [-0.81210, -0.58874, -0.64574], [1.23615, -2.31334, -0.14533], [-3.26291, -0.00221, -0.45359], [-0.44023, -2.72996, 0.07950]],
  "forces_ev_per_angstrom": [[-0.6, 2.8, 0.3], [-0.6, 0.5, -1.4], [0.0, -2.1, 2.8], [1.4, 3.1, -0.8], [-0.6, -1.0, -0.5], [-0.7, -1.6, -0.9], [-0.4, -1.3, -0.6], [0.8, -1.8, 0.6], [0.3, 0.0, -0.4], [-1.5, -1.3, 0.2], [0.1, 0.4, 0.0], [2.0, 0.6, 2.1], [1.8, 0.5, -0.7], [-1.0, -0.2, -2.3], [0.8, 0.7, 1.2], [-0.3, -0.4, -0.9], [-1.4, 0.9, 0.5], [0.3, -0.9, 0.5], [0.0, 0.8, 0.2], [-0.1, 0.4, 0.3]],
  "e_above_lowest_kj_mol": 310.42,
  "energy_ha": -473.6845,
  "charge": 0,
  "lumo_ev": 0.1
}